Density functional theory data (the ωB97M-V functional and the def2-TZVPD basis) for 2 unconnected molecules or ions with the total composition C2H2O4S2.

The total energy comes out at -31964.01582 eV. As for the total charge: -2. The gap between HOMO and LUMO (alpha / beta) is 6.2 / 4.3 eV. The value obtained for the energy above the lowest of the compared OMol25 structures with the same formula, charge and spin is 2.398 eV.

Each line ends with the natural charge from an NBO analysis.
Cartesian coordinates (Å):
C -2.68654 -1.26769 0.11056  0.263
C 0.20665 -0.68905 0.70190  -0.746
O 2.53516 0.38475 0.01767  -1.055
O -2.50106 -2.37664 -0.33369  -0.599
O 2.43318 -1.95013 0.91382  -1.063
O 1.68043 -1.50314 -1.34022  -1.055
S -3.60122 0.02943 -0.06938  -0.374
S 1.82524 -0.94484 0.03487  2.309
H 0.24255 -1.07703 1.77893  0.168
H 0.09971 0.30192 0.80842  0.152

Force components x, y, z for each atom (eV/Å):
2.160 -3.105 -1.190
1.000 -2.985 2.156
-0.935 -1.416 0.348
-0.566 1.298 0.975
0.419 0.258 0.446
0.037 0.809 0.917
-1.261 1.756 0.151
0.494 -0.385 -1.977
-0.322 -0.030 -1.614
-1.026 3.800 -0.212